A cluster of 2 separate species, C3H9O in total in a non-equilibrium geometry, computed with ωB97M-V/def2-TZVPD.

The geometry in ORCA input format:
```
! wB97M-V def2-TZVPD RIJCOSX def2/J DEFGRID3
* xyz 0 2
H -2.9724 -0.2771 2.8882
C 0.5103 2.1994 5.4859
C 0.4116 3.6412 5.1314
C 1.3825 4.6555 5.7953
H -0.1331 1.7672 6.2303
H 1.0623 1.5142 4.8689
H 0.6047 3.7466 4.0502
H -0.5927 4.0001 5.4139
H 1.1477 5.6618 5.4022
H 1.2764 4.6877 6.8823
H 2.4300 4.4435 5.5684
O -2.4458 0.4425 3.2169
H -2.7121 1.2779 2.8278
*
```

The largest force on an atom comes out at 1.06 eV/A. The value obtained for the energy above the lowest of the compared OMol25 structures with the same formula, charge and spin is 0.0 kcal/mol. As for the highest occupied orbital energy (spin up / spin down): -7.83 / -11.57 eV.